# 1
Formula: C15H48N4O9
Source: the Open Molecules 2025 dataset
Level of theory: ωB97M-V/def2-TZVPD

Cartesian coordinates (Å):
C -3.489 0.419 1.424
O -2.940 -0.821 1.191
H -4.114 0.533 0.578
H -2.808 1.253 1.351
H -4.111 0.445 2.302
H -3.646 -1.480 1.125
C -0.053 -2.908 -1.031
O -0.733 -3.071 -2.236
H 0.888 -2.391 -1.245
H 0.246 -3.830 -0.539
H -0.554 -2.368 -0.291
H -1.576 -3.360 -1.992
C -0.057 0.725 1.768
O -0.088 -0.653 1.407
H 0.979 1.013 1.918
H -0.602 0.960 2.652
H -0.431 1.451 1.008
H -0.942 -1.042 1.371
C 3.155 -1.308 2.458
O 1.995 -2.080 2.345
H 2.915 -0.403 3.080
H 3.541 -1.001 1.472
H 3.892 -1.908 2.982
H 1.275 -1.537 1.929
C 1.383 0.101 -1.703
O 0.007 -0.077 -1.705
N 2.057 -0.245 -0.640
N 2.041 0.517 -2.728
H 1.490 -0.314 0.234
H 2.916 -0.851 -0.742
H 1.496 0.960 -3.550
H 3.037 0.570 -2.849
C -3.550 -0.059 -2.372
O -4.861 0.137 -1.971
N -2.617 -0.440 -1.551
N -3.131 -0.064 -3.549
H -2.872 -0.397 -0.598
H -1.573 -0.482 -1.736
H -3.883 0.221 -4.267
H -2.143 -0.270 -3.912
C -0.207 -4.633 2.106
C -1.547 -4.110 2.608
C -1.400 -3.024 3.670
O -2.228 -3.620 1.693
H 0.495 -3.886 1.717
H -0.342 -5.311 1.224
H 0.251 -5.209 2.909
H -2.027 -5.058 2.897
H -0.978 -2.098 3.289
H -0.784 -3.356 4.557
H -2.354 -2.680 4.050
H -3.109 -3.378 1.946
C 4.368 4.006 -0.558
C 3.944 2.539 -0.465
C 4.905 1.761 0.324
O 2.806 2.314 -0.068
H 5.354 4.054 -1.081
H 4.465 4.515 0.417
H 3.587 4.523 -1.081
H 3.946 2.085 -1.449
H 5.915 2.069 -0.065
H 4.885 0.720 0.034
H 4.888 1.924 1.385
H 2.589 1.415 -0.440
C -0.310 3.482 -1.680
C -1.661 2.777 -1.844
C -2.812 3.645 -1.377
O -1.900 2.403 -3.020
H -0.441 4.449 -2.224
H 0.526 2.943 -2.135
H -0.032 3.845 -0.733
H -1.612 1.874 -1.242
H -2.530 4.036 -0.402
H -3.705 3.068 -1.189
H -3.080 4.412 -2.121
H -2.402 1.562 -3.038

## Properties
LUMO level   0.09 eV
Highest occupied orbital energy   -0.32904 Eh
Structure (SMILES)   NC(N)=O.NC(N)=O.CC(C)O.CC(C)O.CC(C)O.CO.CO.CO.CO

Atom charges from the Mulliken analysis, given in e for atoms 1 to 6: C -0.984; O -0.422; H 0.492; H 0.242; H 0.263; H 0.139

# 2
Formula: C29H44N4O3S2SbSe4SiY
Source: the Open Molecules 2025 dataset
Level of theory: ωB97M-V/def2-TZVPD

Cartesian coordinates (Å):
Y 0.841 0.447 0.320
N -4.956 2.097 4.869
C -3.641 1.814 4.611
C -2.831 2.770 3.978
C -1.561 2.428 3.567
C -1.077 1.152 3.820
C -1.788 0.268 4.619
C -3.066 0.601 5.010
S 0.376 0.517 3.038
O 1.156 1.578 2.354
O 1.203 -0.121 4.035
N 0.054 -0.566 1.872
C -0.846 -1.534 1.858
N -1.462 -1.920 2.982
C -2.357 -2.870 2.874
C -2.639 -3.511 1.679
C -1.915 -3.079 0.583
N -1.044 -2.093 0.638
H -5.344 2.750 4.190
H -5.534 1.272 4.966
H -3.245 3.747 3.737
H -0.940 3.131 3.014
H -1.341 -0.676 4.879
H -3.654 -0.107 5.578
H -2.862 -3.132 3.799
H -3.375 -4.294 1.601
H -2.034 -3.548 -0.389
C 5.176 0.320 1.558
S 3.352 0.520 1.804
O 2.838 0.699 0.419
C 3.098 -1.218 2.113
C 2.629 -2.021 1.094
C 2.296 -3.340 1.346
C 2.437 -3.841 2.628
C 2.938 -3.038 3.644
C 3.263 -1.718 3.394
H 5.400 -0.416 0.792
H 5.576 0.011 2.517
H 5.582 1.286 1.274
H 2.544 -1.624 0.094
H 1.920 -3.965 0.549
H 2.150 -4.863 2.832
H 3.056 -3.442 4.640
H 3.603 -1.064 4.185
C -0.172 3.179 -2.810
C 0.912 2.101 -2.887
C 2.027 2.625 -1.968
C 1.456 2.033 -4.313
Si 0.271 0.293 -2.207
C -1.576 0.024 -2.978
C -2.012 -1.430 -2.772
C -1.722 0.369 -4.464
C -2.603 0.852 -2.209
C 1.449 -1.157 -2.811
C 1.351 -1.482 -4.292
C 2.896 -0.796 -2.498
C 1.114 -2.433 -2.039
H 0.242 4.167 -3.018
H -0.558 3.203 -1.784
H -1.002 3.022 -3.491
H 2.377 3.603 -2.313
H 2.901 1.972 -1.922
H 1.653 2.784 -0.933
H 1.762 3.025 -4.654
H 0.698 1.661 -4.997
H 2.332 1.386 -4.371
H -1.470 -2.132 -3.407
H -3.076 -1.531 -3.001
H -1.870 -1.717 -1.731
H -1.019 -0.182 -5.088
H -1.585 1.433 -4.635
H -2.733 0.114 -4.792
H -2.619 0.536 -1.156
H -3.608 0.722 -2.614
H -2.360 1.908 -2.268
H 1.579 -0.616 -4.908
H 0.355 -1.838 -4.549
H 2.063 -2.273 -4.559
H 3.244 0.024 -3.124
H 3.573 -1.646 -2.660
H 3.051 -0.483 -1.465
H 0.210 -2.902 -2.422
H 0.922 -2.254 -0.980
H 1.923 -3.174 -2.101
Se -3.432 4.325 -1.689
Sb -2.714 3.357 0.440
Se -0.861 1.791 0.479
Se -4.888 2.660 1.318
Se -2.459 5.462 1.674

## Properties
LUMO level   3.14 eV
Net charge   -2
Highest occupied orbital energy   -0.01183 Eh

Atom charges from the Mulliken analysis, given in e for atoms 1 to 6: Y -2.957; N -0.575; C 0.772; C -0.892; C -0.888; C -0.221

# 3
Formula: C19H31Br2Cl3N3O
Source: the Open Molecules 2025 dataset
Level of theory: ωB97M-V/def2-TZVPD

Cartesian coordinates (Å):
C -0.221 3.379 -0.549
C -1.210 3.156 -1.649
Cl -2.398 4.370 -1.846
C -1.221 2.065 -2.406
Cl -2.402 1.803 -3.637
C -0.272 0.950 -2.230
C 1.054 0.964 -2.685
C 1.550 2.204 -3.363
C 1.849 -0.175 -2.493
C 3.263 -0.237 -3.014
Br 3.246 -0.180 -4.956
C 4.219 0.802 -2.296
C 5.307 0.032 -1.562
Br 5.149 1.878 -3.634
N 1.350 -1.260 -1.836
C 2.183 -2.453 -1.581
N 2.064 -3.379 -2.696
C 0.071 -1.275 -1.409
Cl -0.580 -2.656 -0.639
C -0.769 -0.182 -1.577
O -2.053 -0.220 -1.165
H 0.513 4.111 -0.883
H -0.756 3.779 0.308
H 0.276 2.463 -0.248
H 2.439 2.615 -2.902
H 0.804 2.987 -3.313
H 1.746 2.046 -4.417
H 3.710 -1.195 -2.822
H 3.655 1.445 -1.633
H 4.866 -0.748 -0.938
H 5.954 0.690 -0.997
H 5.925 -0.469 -2.304
H 1.852 -2.920 -0.658
H 3.207 -2.172 -1.393
H 1.194 -3.889 -2.566
H 2.773 -4.097 -2.581
H -2.121 -0.226 -0.199
C -3.391 1.322 2.125
C -3.644 0.047 2.907
N -2.624 -0.963 2.670
C -2.990 -2.283 3.165
C -3.174 -2.462 4.675
C -1.256 -0.547 2.932
C -0.910 -0.035 4.336
H -3.278 1.099 1.060
H -4.232 2.006 2.236
H -2.499 1.850 2.467
H -4.606 -0.361 2.588
H -3.752 0.296 3.973
H -2.250 -3.005 2.809
H -3.925 -2.566 2.673
H -2.222 -2.474 5.204
H -3.658 -3.419 4.872
H -3.803 -1.685 5.109
H -0.999 0.242 2.216
H -0.590 -1.377 2.680
H -1.653 0.668 4.712
H 0.048 0.488 4.309
H -0.809 -0.847 5.053

## Properties
LUMO level   -4.26 eV
Net charge   +1
Highest occupied orbital energy   -0.39375 Eh

Atom charges from the Mulliken analysis, given in e for atoms 1 to 6: C -1.326; C 0.640; Cl -0.168; C -1.265; Cl -0.149; C 0.482

# 4
Formula: C18H28N2O2S
Source: the Open Molecules 2025 dataset
Level of theory: ωB97M-V/def2-TZVPD

Cartesian coordinates (Å):
C 2.207 2.741 -4.168
C 0.707 2.923 -4.070
C 0.286 2.877 -2.570
C 0.293 1.571 -2.077
N -0.315 1.507 -0.940
C 0.380 1.851 0.346
O -0.161 1.842 1.490
S 2.250 2.134 0.103
C 2.764 2.341 1.853
C 3.336 1.090 2.398
H 2.878 0.302 2.512
H 4.431 0.914 1.777
H 3.614 1.206 3.265
H 3.354 3.235 2.041
H 1.812 2.479 2.381
C -1.737 1.523 -0.615
H -2.226 1.934 0.173
H -2.222 1.862 -1.543
C -1.943 -0.247 -0.446
O -2.450 -0.664 -1.362
N -1.639 -0.623 0.620
C -1.750 -1.786 1.191
C -2.978 -2.583 1.172
C -3.107 -3.789 1.570
C -1.706 -4.769 1.844
C -0.751 -4.018 1.940
C -0.771 -2.614 1.370
C 0.782 -1.929 1.578
C 1.868 -2.563 1.771
H 2.721 -2.063 1.678
H 2.083 -3.582 1.116
H 1.953 -3.138 2.671
H 0.779 -1.420 0.534
H 0.540 -1.031 2.088
H 0.113 -4.444 2.168
H -1.901 -5.664 2.362
H -3.960 -4.587 1.355
C -4.395 -1.729 0.812
H -5.129 -2.449 0.939
H -4.234 -0.777 1.208
H -4.443 -1.699 -0.365
H -1.212 0.266 1.474
H 1.367 1.383 -2.041
H -0.320 0.989 -2.780
H -0.612 3.421 -2.700
H 0.778 3.577 -2.063
H 0.463 4.009 -4.555
H 0.025 2.262 -4.739
H 2.712 2.775 -5.253
H 2.940 3.509 -3.571
H 2.527 1.644 -3.943

## Properties
LUMO level   0.48 eV
Highest occupied orbital energy   -0.28729 Eh

Atom charges from the Mulliken analysis, given in e for atoms 1 to 6: C -0.953; C -0.543; C -0.364; C -1.373; N 0.869; C 0.360

# 5
Formula: C17H14Cl2N3O4PmS
Source: the Open Molecules 2025 dataset
Level of theory: ωB97M-V/def2-TZVPD

Cartesian coordinates (Å):
Pm -0.655 0.461 -0.023
O -1.551 -3.837 -1.241
C -1.020 -2.670 -1.044
O -1.665 -1.651 -0.814
C 0.465 -2.614 -1.148
C 1.276 -3.698 -1.450
C 2.636 -3.471 -1.597
C 3.129 -2.178 -1.476
C 2.242 -1.159 -1.167
N 0.941 -1.381 -0.975
C 2.563 0.305 -1.020
O 3.695 0.798 -1.418
O 1.708 1.035 -0.548
H -2.522 -3.810 -1.210
H 0.851 -4.684 -1.573
H 3.305 -4.292 -1.819
H 4.187 -1.997 -1.617
H 4.305 0.180 -1.841
Cl 0.123 1.990 2.052
C -0.148 3.658 1.536
C 0.492 4.620 2.293
C 0.320 5.952 1.968
C -0.475 6.300 0.891
C -1.105 5.322 0.136
Cl -2.068 5.808 -1.197
C -0.966 3.952 0.441
S -1.846 2.784 -0.546
H 1.117 4.321 3.124
H 0.805 6.719 2.555
H -0.616 7.337 0.623
C -4.492 -1.002 4.449
N -3.866 -0.628 3.187
C -4.521 -0.276 2.037
C -3.560 0.026 1.126
N -2.314 -0.153 1.705
C -2.553 -0.548 2.947
H -5.510 -1.329 4.259
H -4.521 -0.155 5.131
H -3.941 -1.815 4.913
H -5.595 -0.259 1.968
H -3.685 0.361 0.109
H -1.799 -0.758 3.689

## Properties
LUMO level (alpha / beta)   -7.42 / -7.41 eV
Net charge   +2
Highest occupied orbital energy (alpha / beta)   -0.48176 / -0.48193 Eh
2S+1   5
<S²>   6.006

Atom charges from the Mulliken analysis, given in e for atoms 1 to 6: Pm 1.041; O -0.401; C 0.375; O -0.490; C 0.402; C -0.453

# 6
Formula: C5H3NNiO3
Source: the Open Molecules 2025 dataset
Level of theory: ωB97M-V/def2-TZVPD

Cartesian coordinates (Å):
O 0.001 2.296 -3.458
C 0.001 1.669 -2.513
Ni 0.000 0.000 0.000
C 1.561 -0.753 -0.498
C -1.562 -0.750 -0.499
O 2.556 -1.233 -0.815
O -2.557 -1.229 -0.817
C -0.002 -2.265 3.795
C -0.001 -1.538 2.526
N -0.001 -0.952 1.527
H -0.903 -1.987 4.379
H 0.907 -1.998 4.373
H -0.008 -3.356 3.599

## Properties
LUMO level (alpha / beta)   -10.29 / -12.46 eV
Net charge   +2
Highest occupied orbital energy (alpha / beta)   -0.77896 / -0.79186 Eh
2S+1   3
<S²>   2.007

Atom charges from the Mulliken analysis, given in e for atoms 1 to 6: O -0.021; C 0.103; Ni 0.207; C 0.489; C 0.489; O -0.010

# 7
Formula: C24H33BrNO4P2Sn
Source: the Open Molecules 2025 dataset
Level of theory: ωB97M-V/def2-TZVPD

Cartesian coordinates (Å):
C 4.239 -0.319 0.327
C 2.954 0.032 -0.012
N 1.882 -0.662 0.392
C 2.051 -1.741 1.169
C 3.323 -2.095 1.640
C 4.429 -1.392 1.198
C 2.790 1.466 -0.630
P 1.089 1.753 -1.209
Sn -0.442 0.010 -0.223
P -0.508 -2.575 0.399
C 0.865 -2.642 1.524
C -2.319 0.385 -1.402
C -3.103 1.486 -1.085
C -4.284 1.720 -1.810
C -4.684 0.837 -2.815
C -3.872 -0.258 -3.138
C -2.659 -0.473 -2.455
O 4.240 -0.884 -5.375
O 1.387 -4.041 -3.187
H 5.058 0.312 -0.021
H 3.400 -2.943 2.309
H 5.424 -1.603 1.585
C 1.043 3.411 -0.421
C 0.859 1.934 -3.011
H 1.214 -3.677 1.570
H 0.528 -2.376 2.530
H 3.655 1.810 -1.223
H 2.872 2.159 0.231
C -2.006 -3.226 1.161
C -0.177 -3.692 -0.954
H -2.807 2.175 -0.284
H -4.890 2.599 -1.580
H -5.622 0.994 -3.356
H -4.166 -0.952 -3.921
H -2.001 -1.295 -2.744
H 0.726 -3.692 -3.776
H 1.888 -4.702 -3.665
H 3.675 -0.149 -5.338
H 4.398 -1.099 -4.468
H 0.821 -2.102 -6.698
H 1.835 3.971 -0.953
H 0.066 3.927 -0.474
H 1.332 3.270 0.642
H 1.175 2.949 -3.309
H 1.442 1.164 -3.552
H -0.206 1.808 -3.283
H 0.230 -4.626 -0.597
H -1.078 -3.910 -1.513
H 0.552 -3.239 -1.597
H -1.963 -4.329 1.132
H -2.113 -2.875 2.198
H -2.884 -2.888 0.581
Br 1.439 1.626 3.460
C -0.226 2.103 4.197
C -0.316 2.989 5.274
C -1.581 3.342 5.800
C -2.753 2.811 5.240
C -2.674 1.943 4.145
C -1.408 1.632 3.609
C -1.319 0.779 2.397
O -1.497 -0.439 2.395
O -0.961 1.439 1.317
H 0.584 3.409 5.693
H -1.639 4.032 6.649
H -3.740 3.096 5.645
H -3.567 1.526 3.668

## Properties
LUMO level (alpha / beta)   -2.68 / -2.62 eV
Net charge   +1
Highest occupied orbital energy (alpha / beta)   -0.41270 / -0.28903 Eh

Atom charges from the Mulliken analysis, given in e for atoms 1 to 6: C -0.701; C 0.399; N 0.268; C 0.500; C -0.932; C -0.599

# 8
Formula: C5H9NO
Source: the Open Molecules 2025 dataset
Level of theory: ωB97M-V/def2-TZVPD

Cartesian coordinates (Å):
C -1.054 -0.115 -1.817
C -1.160 0.005 -0.314
N -0.965 -1.255 0.434
C 0.090 -0.759 1.161
O 0.974 -1.314 1.764
C 0.067 0.643 0.658
C 1.848 0.839 0.839
H -0.051 -0.451 -2.077
H -1.245 0.852 -2.292
H -1.783 -0.830 -2.232
H -2.174 0.387 -0.057
H -0.891 -2.169 0.001
H -0.381 1.469 1.220
H 2.340 0.377 1.744
H 1.967 1.901 0.963
H 2.417 0.420 0.004

## Properties
LUMO level   0.85 eV
Highest occupied orbital energy   -0.35128 Eh
Structure (SMILES)   C[C@@H]1C(=O)N[C@@H]1C

Atom charges from the Mulliken analysis, given in e for atoms 1 to 6: C -1.250; C 0.229; N -0.289; C 0.405; O -0.593; C -0.218